# 1
The following is a DFT calculation (the ωB97M-V functional and the def2-TZVPD basis) of a molecular structure, C6H10O14SV in a non-equilibrium geometry.

Summary:
- E_LUMO (alpha / beta) (eV) = 2.14 / -1.63
- frontier orbital gap (alpha / beta) (Ha) = 0.2473 / 0.1087
- multiplicity = 3
- maximum force (eV Å⁻¹) = 8.05
- net charge = -1

Each line ends with the Mulliken charge.
CARTESIAN COORDINATES (ANGSTROEM)
V1 1.475 0.184 -0.227  1.2573
S1 -0.347 -1.457 2.328  0.2673
O1 1.191 1.916 1.174  -0.5587
O2 -0.075 -2.919 -1.944  -0.6783
O3 0.878 3.749 0.060  -0.4620
O4 2.283 1.302 -4.055  -0.4168
O5 0.641 -0.989 1.282  -0.3159
O6 2.214 1.385 -1.802  -0.7611
O7 -2.596 1.150 -0.421  -0.4219
O8 2.842 -0.081 0.371  -0.1155
O9 1.376 -3.773 -0.462  -0.4178
O10 1.610 -1.797 -1.356  -0.8465
O11 -2.352 -0.435 -2.015  -0.6851
O12 1.872 3.190 -2.931  -0.4320
O13 -0.591 0.302 -0.933  -0.0893
O14 0.728 3.748 2.334  -0.5034
C1 0.924 3.136 1.160  0.7656
C2 2.112 1.988 -2.879  0.7690
C3 -1.820 0.318 -1.141  0.4463
C4 -1.652 -2.322 1.374  -0.8097
C5 0.989 -2.860 -1.261  0.6911
C6 -1.362 -0.006 2.706  -0.3669
H1 0.828 2.966 2.882  0.3373
H2 -0.718 0.871 2.770  -0.0764
H3 -2.474 -2.482 2.072  0.4289
H4 -3.419 0.691 -0.607  0.3279
H5 -1.998 -0.105 3.585  0.4328
H6 -1.410 -3.321 1.012  0.3007
H7 -2.024 -1.776 0.507  0.1688
H8 -2.029 0.129 1.854  0.1264
H9 0.811 -4.536 -0.603  0.3274
H10 2.092 1.832 -4.832  0.3103

# 2
The following is a DFT calculation (the ωB97M-V functional and the def2-TZVPD basis) of C6H10O2 in the gas phase in a non-equilibrium geometry.

Summary:
- ΔE to the lowest compared entry with this formula, charge and spin (kcal/mol) = 134.5
- E_LUMO (eV) = 0.93
- frontier orbital gap (Ha) = 0.3843
- multiplicity = 1
- SMILES string = C[C@]12CCOC[C@@H]1O2
- maximum force (eV Å⁻¹) = 6.47
- net charge = 0

Each line ends with the Mulliken charge.
CARTESIAN COORDINATES (ANGSTROEM)
O1 -0.130 -0.202 -2.212  -0.5458
O2 -0.050 0.909 1.144  -0.4449
C1 1.037 -1.061 0.040  -0.9678
C2 -1.536 -0.874 -0.335  -1.3798
C3 -0.467 1.594 -0.032  -0.5173
C4 0.224 0.621 -1.060  -0.1785
C5 -0.112 -0.675 -0.751  1.2642
C6 1.088 0.063 1.255  -0.3364
H1 -1.877 -2.012 -0.217  0.3214
H2 -1.584 1.449 -0.149  0.2780
H3 1.998 -1.182 -0.327  0.4181
H4 -2.272 -0.251 -1.012  0.3183
H5 0.001 2.639 0.016  0.2802
H6 0.900 -2.186 0.428  0.2951
H7 1.312 0.859 -1.011  0.3503
H8 1.063 -0.318 2.315  0.2686
H9 2.044 0.812 1.234  0.2528
H10 -1.639 -0.185 0.674  0.3236